Entry 1:
11
Properties=species:S:1:pos:R:3:mulliken_charge:R:1 method="wB97M-V/def2-TZVPD" e_homo_ev=-10.35 gap_ev=9.74 e_above_lowest_kj_mol=375.6 lumo_energy_ha=-0.022 total_charge=0
C 1.189 0.130 -0.101 0.546
C 0.272 -1.013 0.066 -0.249
C -0.971 -1.113 -0.144 -0.130
C -1.985 0.010 -0.226 0.114
H 1.789 1.976 -0.110 0.272
H -0.170 1.936 0.980 0.346
H 0.736 -1.988 0.188 0.332
H -1.423 -2.168 0.126 0.248
N 0.841 1.494 -0.048 -0.595
N -2.663 0.886 -0.317 -0.304
O 2.385 -0.150 -0.414 -0.580

---

Entry 2:
49
Properties=species:S:1:pos:R:3:mulliken_charge:R:1 method="wB97M-V/def2-TZVPD" e_homo_ev=-7.29 gap_ev=7.58 e_above_lowest_kj_mol=0.0 lumo_energy_ha=0.010 total_charge=0
Mg -1.439 0.056 0.439 0.895
O -4.157 1.941 3.122 -0.483
C -3.593 1.183 2.186 0.732
O -2.644 1.551 1.533 -0.615
C -4.335 -0.117 1.974 -0.549
O -3.537 -1.086 1.354 -0.382
C -2.974 -2.058 2.243 -0.586
C -1.722 -1.531 2.948 0.710
O -1.372 -2.014 4.007 -0.707
O -1.130 -0.588 2.294 -0.519
H -3.670 2.782 3.142 0.381
H -4.763 -0.463 2.917 0.375
H -5.160 0.126 1.296 0.378
H -3.715 -2.410 2.962 0.363
H -2.685 -2.896 1.607 0.252
Te -2.784 0.487 -1.812 -0.243
C -1.293 0.410 -3.304 -0.177
C -0.779 1.584 -3.852 -0.350
C 0.173 1.532 -4.863 -0.467
C 0.625 0.310 -5.339 -0.420
C 0.118 -0.862 -4.798 -0.510
C -0.836 -0.814 -3.790 -0.218
H -1.124 2.541 -3.482 0.349
H 0.558 2.455 -5.279 0.353
H 1.366 0.273 -6.127 0.382
H 0.459 -1.823 -5.165 0.360
H -1.231 -1.734 -3.378 0.380
C 2.047 0.406 -1.901 -1.121
C 2.369 0.891 -0.486 -0.711
P 1.169 0.241 0.725 0.467
C 1.640 -1.528 0.884 -0.448
C 3.063 -1.842 1.336 -1.354
C 1.604 0.980 2.349 -0.437
C 3.039 1.476 2.517 -1.340
H 2.703 0.875 -2.634 0.481
H 1.016 0.636 -2.182 0.033
H 2.177 -0.674 -1.995 0.312
H 2.311 1.982 -0.442 0.435
H 3.388 0.619 -0.201 0.489
H 1.433 -1.992 -0.085 0.478
H 0.926 -1.955 1.591 0.298
H 3.814 -1.389 0.687 0.297
H 3.234 -2.920 1.326 0.416
H 3.241 -1.499 2.354 0.295
H 1.341 0.225 3.092 0.317
H 0.904 1.801 2.519 0.422
H 3.772 0.690 2.340 0.278
H 3.192 1.844 3.532 0.403
H 3.265 2.297 1.837 0.305

---

Entry 3:
99
Properties=species:S:1:pos:R:3:mulliken_charge:R:1 method="wB97M-V/def2-TZVPD" multiplicity=4 e_homo_ev="-6.17 / -7.06" gap_ev="6.30 / 6.57" e_above_lowest_kj_mol=0.0 s2=3.7928 lumo_energy_ha="0.005 / -0.018" total_charge=0
V -0.694 -0.500 1.218 -0.278
N -0.281 0.800 5.285 -0.399
C -0.640 0.684 3.961 0.294
S -1.613 -0.709 3.490 -0.500
N -0.215 1.614 3.158 -0.920
N -0.738 1.331 1.866 2.093
C -1.663 2.169 1.403 -1.011
C -1.799 3.548 1.909 0.198
C -3.008 4.054 2.374 -0.149
C -3.088 5.358 2.844 -0.865
C -1.963 6.167 2.852 -0.517
C -0.748 5.665 2.400 -0.803
C -0.667 4.364 1.937 -0.081
C -2.632 1.540 0.551 0.517
C -3.705 2.209 -0.068 -0.611
C -4.697 1.485 -0.673 -0.875
C -4.625 0.086 -0.669 -1.159
C -3.518 -0.506 -0.118 -0.592
N -2.515 0.183 0.451 0.670
H -0.841 0.270 5.934 0.244
H -0.050 1.737 5.577 0.237
H -3.886 3.421 2.398 0.535
H -4.033 5.737 3.212 0.421
H -2.027 7.184 3.216 0.402
H 0.136 6.287 2.413 0.428
H 0.278 3.964 1.595 0.211
H -3.731 3.289 -0.049 0.668
H -5.528 1.992 -1.145 0.442
H -5.396 -0.529 -1.108 0.498
H -3.391 -1.581 -0.151 0.684
C 1.134 -3.176 3.862 -1.678
C 2.192 -2.128 3.525 0.786
C 2.575 -1.305 4.751 -1.479
P 1.685 -1.139 2.046 0.964
C 2.928 0.234 1.964 0.792
C 2.460 1.374 1.064 -1.276
C 4.347 -0.207 1.613 -1.891
C 2.081 -2.319 0.704 0.529
C 3.260 -3.057 0.641 -0.336
C 3.550 -3.932 -0.395 0.137
C 4.827 -4.725 -0.419 -1.762
C 2.595 -4.050 -1.400 -1.186
C 1.402 -3.351 -1.361 -0.428
C 1.113 -2.485 -0.300 -0.737
N -0.072 -1.742 -0.231 1.240
C -0.969 -1.883 -1.336 -1.921
C -1.703 -3.059 -1.489 0.354
C -2.662 -3.177 -2.479 -0.890
C -2.929 -2.114 -3.338 0.574
C -4.017 -2.193 -4.373 -1.694
C -2.171 -0.960 -3.194 -0.386
C -1.177 -0.824 -2.224 0.887
P -0.185 0.702 -1.997 0.968
C -1.197 2.045 -2.795 0.780
C -1.201 2.212 -4.316 -1.766
C -0.769 3.368 -2.153 -1.668
C 1.232 0.467 -3.196 0.713
C 0.924 -0.446 -4.380 -1.548
C 2.519 0.009 -2.514 -1.576
H 1.573 -3.914 4.537 0.506
H 0.775 -3.703 2.974 0.254
H 0.263 -2.730 4.340 0.273
H 3.082 -2.672 3.185 0.458
H 1.785 -0.610 5.035 0.212
H 3.498 -0.744 4.610 0.317
H 2.731 -1.980 5.596 0.480
H 2.934 0.607 2.993 0.624
H 2.034 1.021 0.125 -0.201
H 3.304 2.023 0.820 0.613
H 1.696 1.965 1.562 0.024
H 4.400 -0.608 0.600 0.313
H 4.735 -0.968 2.292 0.333
H 5.015 0.654 1.670 0.525
H 3.999 -2.940 1.427 0.132
H 5.596 -4.251 0.191 0.382
H 5.219 -4.815 -1.432 0.388
H 4.682 -5.737 -0.035 0.326
H 2.787 -4.708 -2.241 0.396
H 0.694 -3.475 -2.167 0.342
H -1.523 -3.872 -0.796 0.590
H -3.227 -4.098 -2.572 0.413
H -4.034 -3.162 -4.871 0.402
H -3.886 -1.427 -5.137 0.391
H -5.000 -2.040 -3.921 0.254
H -2.379 -0.136 -3.863 0.140
H -2.223 1.826 -2.468 0.028
H -0.200 2.407 -4.703 0.279
H -1.814 3.076 -4.582 0.472
H -1.596 1.356 -4.858 0.306
H 0.246 3.635 -2.461 0.367
H -0.777 3.317 -1.063 0.272
H -1.427 4.181 -2.468 0.439
H 1.406 1.485 -3.565 0.626
H 0.752 -1.468 -4.037 0.183
H 1.770 -0.467 -5.071 0.494
H 0.040 -0.138 -4.936 0.233
H 2.405 -0.968 -2.039 0.244
H 2.856 0.713 -1.757 0.288
H 3.315 -0.084 -3.258 0.594

---

Entry 4:
9
Properties=species:S:1:pos:R:3:mulliken_charge:R:1 method="wB97M-V/def2-TZVPD" e_homo_ev=-8.05 gap_ev=8.98 e_above_lowest_kj_mol=547.4 lumo_energy_ha=0.034 smiles="OC1=CO1.C#N" total_charge=0
O 1.675 -0.239 0.332 -0.415
C 0.882 0.632 -0.209 0.374
C 0.351 1.751 -0.510 -0.218
O -0.651 1.204 0.274 -0.506
H 1.315 -1.138 0.172 0.456
H 0.430 2.718 -0.991 0.332
C -1.367 -1.627 0.323 0.231
N -0.361 -2.171 0.183 -0.544
H -2.301 -1.116 0.452 0.289

---

Entry 5:
33
Properties=species:S:1:pos:R:3:mulliken_charge:R:1 method="wB97M-V/def2-TZVPD" e_homo_ev=-13.23 gap_ev=8.82 lumo_energy_ha=-0.162 total_charge=+1
F 0.094 -0.612 4.867 -0.294
C 0.865 -0.709 3.718 -0.443
C 0.034 -0.175 2.553 -0.541
C 0.732 -0.349 1.159 0.487
C 1.162 1.037 0.702 0.844
C 2.515 1.332 0.654 -0.689
C 2.903 2.604 0.266 -0.277
C 1.918 3.546 -0.072 -0.630
C 0.613 3.192 0.013 -0.136
N 0.235 1.946 0.383 0.079
Cl -1.433 1.623 0.410 0.067
H 1.270 -1.717 3.567 0.327
H 1.712 -0.019 3.876 0.252
H -0.118 0.900 2.739 0.346
H -0.974 -0.604 2.487 0.452
H 0.040 -0.774 0.405 -1.049
H 1.598 -1.020 1.187 0.649
H 3.274 0.604 0.922 0.428
H 3.954 2.880 0.204 0.430
H 2.152 4.555 -0.401 0.419
H -0.135 3.946 -0.225 0.366
O -1.576 -1.973 0.152 -0.614
C -1.606 -1.875 -1.046 0.511
O -0.508 -1.610 -1.792 -0.363
C -0.886 -1.446 -3.176 -0.432
C -2.213 -2.172 -3.311 -0.516
C -2.829 -1.975 -1.930 -0.422
H -0.972 -0.378 -3.387 0.263
H -0.114 -1.870 -3.814 0.307
H -2.826 -1.795 -4.127 0.340
H -2.038 -3.234 -3.486 0.279
H -3.392 -1.042 -1.861 0.241
H -3.452 -2.816 -1.637 0.317

---

Calculated total energy per entry: -9236.595 -49265.062 -103824.385 -8739.458 -33521.096 eV